The following is a quantum chemistry calculation of a structure of composition C36H41N8RhSi, from OMol25.

ORCA input file:
```
! wB97M-V def2-TZVPD RIJCOSX def2/J DEFGRID3
* xyz 2 5
Rh -0.2492 0.4547 0.1612
C -0.9958 1.3785 2.9431
N -0.8595 0.0639 2.2447
C 0.0723 -0.7929 3.0025
C 1.4925 -0.5952 2.5829
C 2.5503 -1.1954 3.3313
C 3.7754 -1.2671 2.7763
C 3.9466 -0.8391 1.3517
C 2.9554 0.2151 1.0189
N 1.7420 0.2061 1.5273
C -2.1743 -0.6213 2.1653
C -3.1991 0.2528 1.4928
C -4.5235 0.2194 1.9027
C -5.4311 1.0854 1.3171
C -4.9683 1.9787 0.3631
C -3.6322 1.9392 0.0146
N -2.7509 1.0798 0.5411
C -0.3876 2.5875 2.2794
C -0.3285 3.7571 3.0288
C 0.2697 4.8784 2.4903
C 0.8204 4.7914 1.2199
C 0.7138 3.5982 0.5403
N 0.0967 2.5161 1.0371
H -0.5298 1.2988 3.9264
H -2.0523 1.5769 3.1292
H -0.2089 -1.8348 2.8506
H -0.0391 -0.6076 4.0767
H 2.3420 -1.5840 4.3205
H 4.6095 -1.7137 3.3024
H 4.9601 -0.4841 1.1684
H 3.1691 0.9511 0.2535
H -2.5270 -0.8816 3.1692
H -2.0213 -1.5560 1.6198
H -4.8284 -0.4679 2.6808
H -6.4714 1.0786 1.6130
H -5.6250 2.6985 -0.1042
H -3.2572 2.6339 -0.7266
H -0.7383 3.7731 4.0304
H 0.3267 5.7973 3.0581
H 1.3281 5.6289 0.7640
H 1.1561 3.4919 -0.4377
C 0.5796 0.5888 -3.1100
N -0.4427 0.9098 -2.0491
C -1.7224 0.2264 -2.4926
N -2.1411 0.6231 -3.8140
C -1.0835 0.2913 -4.7712
N 0.1624 0.9840 -4.4335
C -0.0863 2.4259 -4.4540
N -1.1210 2.7907 -3.4815
C -0.6687 2.3905 -2.1718
C -2.3510 2.0720 -3.8237
H 0.7498 -0.4821 -3.1068
H 1.4985 1.1173 -2.8442
H -2.5049 0.4691 -1.7780
H -1.5428 -0.8485 -2.4722
H -1.3968 0.5850 -5.7722
H -0.9146 -0.7870 -4.7627
H -0.4118 2.7233 -5.4499
H 0.8379 2.9558 -4.2169
H -1.3777 2.6962 -1.4045
H 0.2851 2.8763 -1.9836
H -2.6772 2.3837 -4.8152
H -3.1355 2.3259 -3.1088
C -1.2658 -5.2512 1.6438
C -0.0374 -4.8460 2.1576
C 0.6345 -3.7773 1.5924
C 0.1019 -3.0832 0.4975
C -1.1324 -3.5198 -0.0117
C -1.8119 -4.5890 0.5561
Si 0.8758 -1.7301 -0.5006
C 2.7064 -1.7638 -0.7278
C 3.2297 -1.5086 -1.9761
C 4.5780 -1.7205 -2.3001
C 5.4462 -2.3369 -1.3649
C 5.0117 -2.5911 -0.1114
C 3.6838 -2.1147 0.3827
H -1.7857 -6.0907 2.0858
H 0.3983 -5.3757 2.9946
H 1.5955 -3.4959 2.0054
H -1.5709 -3.0268 -0.8727
H -2.7572 -4.9108 0.1402
H 0.1642 -1.7701 -1.7857
H 2.5892 -1.1936 -2.7872
H 4.9267 -1.5021 -3.2996
H 6.4395 -2.6355 -1.6716
H 5.6525 -3.0955 0.6022
H 3.2641 -2.8790 1.0409
*
```

Relative energy (zero: lowest compared OMol25 entry of this formula, charge and spin) = 1.910 eV
Largest force on an atom = 0.4 eV/A
<S²> = 6.0756
Electronic energy = -60787.218 eV
Orbital gap (spin up / spin down) = 6.32 / 6.71 eV